1.
38
Properties=species:S:1:pos:R:3 method="wB97M-V/def2-TZVPD" orbital_gap_ev=9.1 largest_force_ev_per_a=0.47 mol_weight_g_mol=235.33 e_above_lowest_kcal_mol=26.8 smiles=OCCNCc1ccc(OC2CCCC2)cc1
O 7.33 0.98 0.22
C 5.94 1.14 0.04
C 5.18 -0.18 0.15
N 3.77 0.03 -0.11
C 2.97 -1.18 0.00
C 1.52 -0.88 -0.21
C 1.12 -0.06 -1.27
C -0.21 0.22 -1.48
C -1.19 -0.30 -0.64
O -2.47 0.04 -0.96
C -3.54 -0.46 -0.17
C -3.63 0.24 1.21
C -4.99 0.94 1.25
C -5.31 1.20 -0.22
C -4.84 -0.08 -0.90
C -0.80 -1.12 0.41
C 0.54 -1.40 0.62
H 7.66 0.38 -0.46
H 5.62 1.83 0.83
H 5.71 1.61 -0.93
H 5.55 -0.88 -0.61
H 5.37 -0.63 1.14
H 3.40 0.74 0.52
H 3.33 -1.87 -0.77
H 3.11 -1.68 0.98
H 1.88 0.35 -1.92
H -0.52 0.86 -2.30
H -3.45 -1.54 -0.07
H -2.82 0.98 1.27
H -3.50 -0.46 2.03
H -4.97 1.84 1.85
H -5.74 0.26 1.67
H -6.36 1.41 -0.39
H -4.72 2.05 -0.58
H -4.65 0.05 -1.96
H -5.58 -0.87 -0.77
H -1.53 -1.54 1.09
H 0.82 -2.03 1.45


2.
44
Properties=species:S:1:pos:R:3 method="wB97M-V/def2-TZVPD" orbital_gap_ev="9.2 / 5.8" largest_force_ev_per_a=5.81 mol_weight_g_mol=522.96 spin_multiplicity=4 charge=+2 s_squared=3.769
Cl -2.98 0.08 -1.02
C 1.02 -0.12 -2.19
C 1.51 0.19 -0.87
C 1.16 1.54 -0.58
H 2.14 -0.44 -0.26
C 0.39 2.07 -1.69
C 0.35 1.04 -2.70
H -0.13 1.15 -3.67
H 1.20 -1.04 -2.74
H 1.50 2.14 0.25
C -0.28 3.40 -1.75
Re -0.61 0.35 -0.82
C -0.89 1.11 0.97
O -1.08 1.59 2.02
C -0.48 -1.56 -0.30
O -0.44 -2.69 -0.05
H -0.24 3.89 -0.78
H -1.33 3.30 -2.04
H 0.21 4.05 -2.49
C 3.21 -2.13 3.63
C 2.50 -1.76 2.36
O 1.09 -1.45 2.44
P 0.10 -0.98 3.66
O 0.29 -2.12 4.80
C -0.30 -3.45 4.79
C -0.02 -4.27 3.56
O -1.23 -1.54 2.82
C -2.57 -1.21 3.21
C -3.49 -2.02 2.33
H 3.47 -1.24 4.21
H 4.14 -2.62 3.33
H 2.64 -2.83 4.26
H 2.99 -0.90 1.89
H 2.56 -2.59 1.64
H 0.13 -3.93 5.67
H -1.38 -3.35 4.96
H 1.05 -4.32 3.34
H -0.38 -5.29 3.73
H -0.56 -3.86 2.70
H -2.75 -1.46 4.27
H -2.75 -0.13 3.07
H -3.31 -3.09 2.48
H -4.53 -1.78 2.58
H -3.33 -1.80 1.26